{
  "formula": "C3H11NO5",
  "method": "ωB97M-V with the def2-TZVPD basis set",
  "elements": ["C", "C", "O", "N", "C", "O", "O", "H", "H", "H", "H", "H", "H", "H", "H", "H", "O", "H", "H", "O"],
  "coordinates": [[-0.159, -0.734, -1.082], [-0.056, -1.586, 0.254], [0.630, -0.745, 1.182], [-1.030, 0.420, -0.920], [-0.704, 1.762, -1.036], [0.594, 2.115, -1.065], [-1.544, 2.577, -1.361], [0.826, -0.329, -1.325], [-0.429, -1.245, -1.983], [-1.043, -1.786, 0.697], [0.462, -2.544, 0.206], [0.031, 0.064, 1.163], [-1.999, 0.115, -1.042], [1.233, 1.385, -0.867], [-2.011, 0.002, 1.821], [-1.952, -0.336, 3.394], [-1.542, 0.128, 2.652], [3.593, 0.448, -0.682], [2.412, 0.014, 0.439], [2.686, 0.273, -0.449]],
  "atomic_forces_ev_per_a": [[1.071, 0.144, 0.791], [-0.067, 1.165, -0.528], [-0.849, 1.201, -0.471], [-0.401, -1.277, 1.009], [-0.683, 0.393, -2.585], [0.151, -0.913, 0.747], [0.185, -0.284, 1.109], [0.024, -0.570, 0.302], [-0.531, -0.825, -0.318], [-0.091, -0.087, -0.465], [0.188, 0.212, -0.429], [1.305, -1.175, 0.734], [0.378, 1.297, 0.000], [-0.282, 0.505, -0.010], [-0.478, -0.216, 0.510], [-0.193, 0.013, -0.652], [0.294, 0.413, 0.190], [0.366, -0.088, 0.889], [0.721, -0.184, 0.282], [-1.106, 0.276, -1.105]],
  "lowdin_charge": [-0.152, -0.194, -0.122, 0.054, -0.594, 0.110, 0.075, 0.088, 0.112, 0.102, 0.117, 0.084, 0.154, 0.065, 0.027, 0.057, -0.046, 0.063, 0.047, -0.046],
  "energy_ev": -15016.88441,
  "orbital_gap_ev": 10.25,
  "smiles": "O=C(O)NCCO.O.O"
}